# 1
Formula: C41H30BiF9N5P
Source: OMol25
Level of theory: ωB97M-V with the def2-TZVPD basis set

Properties
Total charge = +2
HOMO energy = -13.16 eV
Orbital gap = 6.44 eV

XYZ file:
```
87
Properties=species:S:1:pos:R:3:mulliken_charge:R:1
Bi -0.0437 0.1685 -0.4065 1.34
C -4.1218 5.7241 2.0176 -1.54
C -2.9940 4.8437 1.5645 0.04
C -1.8958 5.3344 0.8634 -1.39
C -0.9109 4.4976 0.3863 -0.66
C -0.9454 3.1099 0.5844 1.08
N 0.0271 2.2546 0.0547 -0.27
C 1.1922 2.7816 -0.5741 0.19
C 1.1643 3.5852 -1.7127 -0.57
C 2.3355 4.0803 -2.2576 -0.83
C 3.5834 3.7811 -1.7105 0.33
C 4.8518 4.3192 -2.3008 -1.50
C 3.6207 2.9165 -0.6233 -0.29
C 2.4470 2.4199 -0.0746 -0.12
N 2.5170 1.5005 1.0102 0.16
C 3.3032 1.5527 2.0950 -0.09
C 3.0944 0.3992 2.8301 -1.35
C 2.1486 -0.3166 2.1110 -0.22
N 1.8019 0.3559 1.0045 0.39
C -1.9960 2.6293 1.3739 0.76
C -3.0106 3.4860 1.8154 -0.52
N -2.1278 1.2592 1.7544 0.51
C -2.8440 0.8239 2.8016 -0.07
C -3.1004 -0.5250 2.6375 -1.39
C -2.4667 -0.8671 1.4628 -0.23
N -1.8466 0.2053 0.9328 -0.60
H -4.1001 6.6858 1.5097 0.40
H -4.0673 5.9133 3.0915 0.31
H -5.0835 5.2507 1.8212 0.38
H -1.8248 6.3957 0.6598 0.40
H -0.0820 4.9349 -0.1459 0.47
H 0.2137 3.8316 -2.1678 0.66
H 2.2834 4.7090 -3.1377 0.45
H 4.6697 5.2234 -2.8775 0.40
H 5.3022 3.5852 -2.9725 0.31
H 5.5832 4.5390 -1.5243 0.39
H 4.5733 2.6095 -0.2068 0.58
H 3.9573 2.3912 2.2680 0.54
H 3.5686 0.1285 3.7569 0.51
H 1.7248 -1.2839 2.3068 0.41
H -3.8497 3.0689 2.3555 0.59
H -3.1453 1.4776 3.6010 0.62
H -3.6611 -1.1645 3.2979 0.54
H -2.4552 -1.8095 0.9557 0.70
F 6.5336 -4.8418 -0.0238 -0.27
C 5.5004 -5.6948 -0.0787 0.72
F 5.5869 -6.5216 0.9749 -0.24
F 5.6300 -6.4335 -1.1888 -0.24
C 4.1772 -4.9674 -0.0655 0.29
C 4.1304 -3.5877 -0.1523 -0.79
C 2.9018 -2.9434 -0.0976 0.03
C 1.7322 -3.6813 0.0510 -0.25
C 1.7887 -5.0741 0.1076 -0.39
C 3.0104 -5.7164 0.0465 -1.21
P 0.1128 -2.8443 0.2103 1.20
C -0.6320 -3.7919 1.5959 1.09
C -0.2961 -3.3713 2.8833 -0.72
C -0.8415 -3.9852 3.9949 -1.27
C -1.7520 -5.0192 3.8193 -0.11
C -2.0816 -5.4604 2.5479 -1.00
C -1.5185 -4.8514 1.4350 -0.03
C -2.4638 -5.5792 5.0260 0.89
F -1.7165 -5.4778 6.1319 -0.26
F -2.8079 -6.8554 4.8621 -0.25
F -3.5974 -4.8688 5.2356 -0.24
C -0.7506 -3.3508 -1.3212 0.88
C -2.1439 -3.3941 -1.4095 -0.36
C -2.7619 -3.6949 -2.6128 -1.17
C -1.9905 -3.9326 -3.7400 0.10
C -0.6063 -3.8728 -3.6735 -1.17
C 0.0110 -3.5815 -2.4688 -0.71
C -2.6586 -4.1977 -5.0673 0.90
F -1.9209 -5.0106 -5.8307 -0.25
F -2.8181 -3.0387 -5.7358 -0.24
F -3.8674 -4.7475 -4.9077 -0.26
H 5.0442 -3.0189 -0.2531 0.52
H 2.8633 -1.8649 -0.1810 0.47
H 0.8809 -5.6560 0.2007 0.47
H 3.0656 -6.7963 0.0928 0.45
H 0.3817 -2.5420 3.0303 0.22
H -0.5801 -3.6516 4.9900 0.52
H -2.7791 -6.2788 2.4254 0.49
H -1.7793 -5.2102 0.4475 0.57
H -2.7690 -3.2173 -0.5427 0.38
H -3.8407 -3.7455 -2.6727 0.50
H -0.0135 -4.0605 -4.5587 0.47
H 1.0919 -3.5491 -2.4240 0.49
```

=====

# 2
Formula: C41H31BrHgN7O3S
Source: OMol25
Level of theory: ωB97M-V with the def2-TZVPD basis set

Properties
Total charge = -2
HOMO energy (alpha / beta) = 0.15 / -2.48 eV
Orbital gap (alpha / beta) = 3.37 / 6.00 eV
2S+1 = 2

XYZ file:
```
85
Properties=species:S:1:pos:R:3:lowdin_spin:R:1
Hg -0.4945 -0.4720 1.4502 0.00
O -2.7772 -4.8039 -1.2620 0.00
C -1.9219 -5.4464 -0.4516 0.00
C -1.6284 -6.7880 -0.7091 0.00
C -0.7419 -7.4797 0.0993 0.00
C -0.1308 -6.8482 1.1792 0.00
C -0.4304 -5.5180 1.4411 0.00
C -1.3237 -4.8073 0.6469 0.00
C -1.5759 -3.3632 0.9649 0.00
O -1.1663 -2.8870 2.0458 0.00
N -2.2404 -2.7162 0.0023 0.00
N -2.3319 -1.3569 0.2277 0.00
C -3.1984 -0.7316 -0.4625 0.00
C -3.4457 0.7094 -0.4535 0.00
C -4.3902 1.1708 -1.3784 0.00
C -4.7491 2.5000 -1.4935 0.00
C -4.1347 3.4217 -0.6406 0.00
C -3.2026 3.0075 0.2845 0.00
C -2.8123 1.6450 0.4291 0.00
O -1.9480 1.3386 1.3363 0.00
H -2.7856 -3.8509 -0.9351 0.00
H -2.1023 -7.2618 -1.5610 0.00
H -0.5161 -8.5175 -0.1237 0.00
H 0.5776 -7.3826 1.8009 0.00
H 0.0266 -4.9837 2.2650 0.00
H -3.8159 -1.3238 -1.1420 0.00
H -4.8497 0.4365 -2.0339 0.00
H -5.4772 2.8179 -2.2293 0.00
H -4.3898 4.4741 -0.7100 0.00
H -2.7190 3.7198 0.9450 0.00
C -2.7935 -0.0759 4.0567 0.00
C -1.4443 -0.0613 4.7196 0.00
C -1.2946 0.2929 6.0842 0.00
C -0.0590 0.2427 6.6492 0.00
C 1.0570 -0.1751 5.8883 0.00
C 2.3413 -0.3037 6.4635 0.00
C 3.3735 -0.7365 5.6806 0.00
C 3.1738 -1.0304 4.3209 0.00
C 1.9428 -0.9045 3.6904 0.00
S 1.8320 -1.2670 1.9934 0.00
C 0.8347 -0.4792 4.5202 0.00
N -0.4132 -0.3940 3.9884 0.00
H -3.5917 0.0817 4.7836 0.00
H -2.9373 -1.0359 3.5550 0.00
H -2.8420 0.6896 3.2769 0.00
H -2.1631 0.5934 6.6570 0.00
H 0.0877 0.5123 7.6904 0.00
H 2.4825 -0.0658 7.5123 0.00
H 4.3633 -0.8550 6.1090 0.00
H 4.0088 -1.3639 3.7163 0.00
N 2.1159 2.2310 -5.2449 0.05
C 2.5918 2.1622 -6.5335 0.00
C 3.0460 3.1212 -7.4191 0.03
C 3.4749 2.6882 -8.6833 0.05
C 3.4381 1.3365 -9.0164 0.01
C 2.9808 0.3710 -8.1167 0.05
C 2.5509 0.7776 -6.8500 0.00
N 2.0723 0.0449 -5.8031 0.10
C 1.8074 0.9288 -4.8185 0.12
C 1.3082 0.6568 -3.5351 0.15
C 1.0281 1.6786 -2.5701 0.09
C 0.5597 1.3375 -1.3288 0.03
N 0.3348 0.0738 -0.9159 0.18
C 0.5757 -0.9036 -1.8304 0.04
C 1.0415 -0.6792 -3.0953 0.08
H 2.0213 3.0592 -4.6908 0.00
H 3.0710 4.1721 -7.1506 0.00
H 3.8394 3.4115 -9.4039 0.00
H 3.7752 1.0291 -10.0012 0.00
H 2.9546 -0.6790 -8.3843 0.00
H 1.1620 2.7308 -2.7987 0.01
H 0.3261 2.1154 -0.6047 0.00
H 0.3754 -1.9176 -1.4955 0.00
H 1.2157 -1.5030 -3.7745 0.01
Br 2.2333 6.4145 1.6757 0.00
C 1.6877 4.6148 1.9525 0.00
C 0.5109 4.3553 2.6241 0.00
C 0.1626 3.0210 2.7999 0.00
N 0.9038 2.0082 2.3677 0.00
C 2.0253 2.2865 1.7144 0.00
C 2.4686 3.5844 1.4759 0.00
H -0.1217 5.1535 2.9858 0.00
H -0.7665 2.7550 3.2945 0.00
H 2.5850 1.4246 1.3599 0.00
H 3.3808 3.7711 0.9273 0.00
```